1.
{"formula": "C44H36As2N6Os", "method": "ωB97M-V/def2-TZVPD", "energy_ha": -6587.55472, "mol_weight_g_mol": 988.9, "spin_multiplicity": 5, "total_charge": 4, "species": ["Os", "C", "C", "N", "C", "C", "N", "C", "C", "C", "C", "C", "N", "C", "C", "N", "C", "C", "N", "C", "C", "C", "N", "C", "C", "H", "H", "H", "H", "H", "H", "H", "H", "H", "H", "H", "H", "C", "C", "As", "C", "C", "C", "C", "C", "C", "C", "C", "C", "C", "C", "C", "As", "C", "C", "C", "C", "C", "C", "C", "C", "C", "C", "C", "C", "H", "H", "H", "H", "H", "H", "H", "H", "H", "H", "H", "H", "H", "H", "H", "H", "H", "H", "H", "H", "H", "H", "H", "H"], "positions_angstrom": [[0.239, -0.574, -0.075], [-3.990, -1.894, 0.379], [-2.802, -1.476, -0.208], [-1.713, -1.228, 0.526], [-1.839, -1.368, 1.877], [-3.031, -1.809, 2.421], [-4.105, -2.078, 1.687], [-0.648, -1.038, 2.677], [-0.537, -1.073, 4.057], [0.672, -0.738, 4.669], [1.749, -0.396, 3.848], [1.593, -0.379, 2.475], [0.397, -0.662, 1.921], [2.657, -0.175, 1.475], [3.969, 0.142, 1.784], [4.935, 0.183, 0.875], [4.592, -0.108, -0.376], [3.284, -0.385, -0.734], [2.303, -0.404, 0.178], [0.823, -0.774, 6.162], [-0.075, -1.497, 6.954], [0.074, -1.534, 8.338], [1.097, -0.844, 8.763], [2.012, -0.126, 8.172], [1.870, -0.089, 6.788], [-4.863, -2.089, -0.231], [-2.724, -1.350, -1.276], [-3.134, -1.951, 3.490], [-1.404, -1.353, 4.636], [2.726, -0.190, 4.257], [4.258, 0.376, 2.801], [5.380, -0.113, -1.118], [3.005, -0.589, -1.756], [-0.890, -2.079, 6.549], [-0.560, -2.076, 9.031], [2.782, 0.380, 8.745], [2.590, 0.512, 6.252], [-1.624, 1.438, -2.415], [-0.742, 0.722, -3.422], [0.047, -0.899, -2.632], [-1.149, -2.359, -2.986], [-1.000, -3.509, -2.211], [-1.827, -4.602, -2.437], [-2.803, -4.541, -3.426], [-2.949, -3.397, -4.199], [-2.114, -2.305, -3.991], [1.398, -1.264, -4.013], [1.481, -2.586, -4.572], [2.236, -2.818, -5.679], [2.986, -1.749, -6.247], [2.956, -0.436, -5.667], [2.203, -0.211, -4.558], [-0.757, 1.693, -0.681], [-2.093, 2.578, 0.347], [-2.732, 3.700, -0.181], [-3.730, 4.322, 0.555], [-4.089, 3.825, 1.803], [-3.450, 2.709, 2.324], [-2.449, 2.082, 1.596], [0.687, 2.933, -0.952], [0.681, 4.180, -0.337], [1.747, 5.051, -0.536], [2.814, 4.682, -1.341], [2.830, 3.429, -1.944], [1.773, 2.556, -1.743], [-2.541, 0.884, -2.205], [-1.918, 2.417, -2.794], [0.084, 1.364, -3.727], [-1.287, 0.445, -4.322], [-0.247, -3.557, -1.432], [-1.709, -5.501, -1.846], [-3.448, -5.393, -3.599], [-3.705, -3.356, -4.971], [-2.236, -1.426, -4.612], [0.913, -3.391, -4.124], [2.281, -3.801, -6.131], [3.611, -1.936, -7.112], [3.536, 0.357, -6.121], [2.187, 0.776, -4.114], [-2.456, 4.105, -1.147], [-4.229, 5.194, 0.155], [-4.871, 4.312, 2.370], [-3.734, 2.329, 3.297], [-1.945, 1.213, 2.005], [-0.146, 4.486, 0.290], [1.736, 6.025, -0.065], [3.635, 5.369, -1.499], [3.667, 3.144, -2.569], [1.797, 1.572, -2.197]]}


2.
{"formula": "C37H44N2O4Sn", "method": "ωB97M-V/def2-TZVPD", "energy_ha": -2060.43694, "mol_weight_g_mol": 699.5, "total_charge": 2, "species": ["Sn", "C", "N", "C", "C", "C", "N", "C", "C", "H", "H", "H", "H", "H", "H", "H", "H", "H", "H", "H", "H", "H", "H", "H", "H", "C", "C", "C", "O", "C", "C", "O", "C", "O", "C", "C", "C", "C", "C", "C", "C", "C", "C", "C", "C", "C", "C", "O", "C", "C", "C", "C", "C", "C", "C", "C", "C", "C", "C", "C", "H", "H", "H", "H", "H", "H", "H", "H", "H", "H", "H", "H", "H", "H", "H", "H", "H", "H", "H", "H", "H", "H", "H", "H", "H", "H", "H", "H"], "positions_angstrom": [[1.052, -0.665, -1.142], [-0.553, -3.572, -1.957], [0.460, -2.747, -2.635], [-0.118, -2.183, -3.864], [1.671, -3.533, -2.914], [2.856, -2.672, -3.343], [3.226, -1.706, -2.310], [3.896, -0.526, -2.866], [4.036, -2.304, -1.247], [-0.984, -4.312, -2.639], [-1.359, -2.932, -1.594], [-0.115, -4.093, -1.106], [-0.359, -2.971, -4.586], [0.574, -1.482, -4.329], [-1.032, -1.642, -3.618], [1.482, -4.271, -3.703], [1.930, -4.081, -2.007], [2.608, -2.127, -4.253], [3.700, -3.332, -3.579], [4.832, -0.789, -3.369], [4.119, 0.178, -2.062], [3.240, -0.031, -3.584], [5.026, -2.595, -1.615], [3.541, -3.187, -0.844], [4.168, -1.582, -0.439], [-4.250, 0.322, -0.476], [-3.614, 1.030, 0.716], [-4.674, 1.665, 1.596], [-2.684, 2.015, 0.278], [-1.361, 1.609, 0.581], [-1.556, 0.126, 0.928], [-2.844, 0.113, 1.493], [-0.422, -0.553, 1.707], [0.725, -0.392, 0.986], [-0.210, -0.142, 3.169], [-1.183, 0.558, 3.904], [-0.871, 1.014, 5.166], [0.363, 0.701, 5.749], [1.310, -0.040, 5.040], [1.025, -0.474, 3.766], [-0.739, -2.030, 2.056], [-1.978, -2.426, 2.584], [-2.251, -3.772, 2.760], [-1.281, -4.726, 2.485], [-0.031, -4.333, 2.002], [0.246, -2.996, 1.804], [-0.430, 1.901, -0.643], [-0.409, 0.851, -1.519], [1.038, 2.262, -0.231], [1.522, 2.337, 1.069], [2.874, 2.565, 1.296], [3.750, 2.760, 0.237], [3.272, 2.704, -1.065], [1.927, 2.465, -1.299], [-0.873, 3.202, -1.311], [-1.182, 3.235, -2.668], [-1.555, 4.426, -3.263], [-1.593, 5.600, -2.514], [-1.305, 5.568, -1.156], [-0.929, 4.380, -0.557], [-4.803, 1.045, -1.072], [-4.933, -0.442, -0.109], [-3.490, -0.140, -1.107], [-5.258, 2.361, 0.998], [-4.214, 2.211, 2.419], [-5.331, 0.891, 1.989], [-1.017, 2.173, 1.454], [-1.582, -0.423, -0.027], [-2.157, 0.761, 3.486], [-1.598, 1.599, 5.713], [0.572, 1.010, 6.764], [2.259, -0.293, 5.492], [1.754, -1.045, 3.209], [-2.729, -1.696, 2.838], [-3.216, -4.074, 3.143], [-1.483, -5.773, 2.670], [0.728, -5.076, 1.793], [1.218, -2.688, 1.441], [0.883, 2.199, 1.929], [3.238, 2.601, 2.315], [4.794, 2.968, 0.426], [3.938, 2.874, -1.902], [1.548, 2.449, -2.313], [-1.152, 2.316, -3.237], [-1.825, 4.446, -4.310], [-1.835, 6.538, -2.995], [-1.356, 6.476, -0.571], [-0.675, 4.366, 0.496]]}


3.
{"formula": "C5H5N3O3", "method": "ωB97M-V/def2-TZVPD", "energy_ha": -583.38069, "smiles": "Cn1ncc(=O)[n+]([O-])c1C=O", "mol_weight_g_mol": 155.1, "species": ["C", "N", "N", "C", "C", "O", "N", "O", "C", "C", "O", "H", "H", "H", "H", "H"], "positions_angstrom": [[-2.107, -0.046, -0.078], [-0.695, 0.268, -0.007], [-0.435, 1.543, -0.003], [0.763, 2.051, 0.015], [1.982, 1.323, 0.005], [3.140, 1.550, -0.014], [1.563, -0.251, 0.003], [2.537, -1.006, 0.016], [0.270, -0.720, 0.015], [-0.043, -2.141, 0.081], [0.738, -3.045, -0.059], [-2.311, -0.723, -0.907], [-2.457, -0.492, 0.854], [-2.631, 0.894, -0.240], [0.797, 3.131, 0.026], [-1.111, -2.335, 0.293]]}